# 1
ORCA calculation (ωB97M-V/def2-TZVPD) on a molecular structure, C35H60GaN4OPS2Si3.

Structure (XYZ):
```
107
Properties=species:S:1:pos:R:3
Ga -0.3647 0.0110 0.1394
C -1.5604 -2.6520 2.2887
Si -0.0630 -1.6578 2.7861
C 0.0068 -1.7550 4.6513
C 1.4764 -2.5150 2.1281
C -0.1623 0.1474 2.1307
Si -1.5317 1.0766 3.0800
C -2.1966 2.5799 2.1495
C -0.8857 1.6925 4.7260
C -3.0034 0.0110 3.4673
Si 1.4886 0.9720 2.4461
C 1.6068 2.8594 2.4200
C 2.4024 0.5092 4.0038
C 2.5192 0.3588 0.9670
C 3.9083 0.2663 1.0197
C 4.6175 -0.2485 -0.0497
C 3.9110 -0.6765 -1.1655
C 2.5387 -0.5558 -1.1613
N 1.8440 -0.0379 -0.1372
H -1.3464 -3.7169 2.4268
H -1.8946 -2.5100 1.2604
H -2.4091 -2.4236 2.9356
H 0.0986 -2.8152 4.9124
H -0.9102 -1.3944 5.1204
H 0.8515 -1.2364 5.1057
H 1.4194 -3.5758 2.3937
H 2.3954 -2.1299 2.5749
H 1.5828 -2.4503 1.0421
H -1.4906 3.4178 2.1123
H -3.0774 2.9421 2.6887
H -2.5213 2.3087 1.1387
H -0.0596 2.4038 4.6702
H -0.5703 0.8590 5.3587
H -1.7064 2.1970 5.2467
H -3.3505 -0.5511 2.6017
H -3.8264 0.6513 3.7978
H -2.7953 -0.6944 4.2739
H 0.7994 3.3441 2.9732
H 1.6694 3.3320 1.4407
H 2.5356 3.1188 2.9358
H 1.8050 0.7639 4.8823
H 3.3229 1.0972 4.0678
H 2.6702 -0.5446 4.0721
H 4.4259 0.5805 1.9183
H 5.6959 -0.3356 -0.0123
H 4.4108 -1.1082 -2.0218
H 1.9821 -0.9293 -2.0103
N -3.7601 2.8475 -2.3359
C -2.2774 2.5962 -2.1980
C -1.7076 2.0605 -3.4968
C -0.2874 1.5467 -3.2498
N -0.3082 0.3506 -2.3720
C 0.5667 2.6481 -2.6289
C -0.0686 3.2762 -1.3899
N -0.0394 2.3085 -0.2579
C -1.4922 3.7736 -1.6741
H -4.2440 1.9443 -2.4569
H -3.9911 3.4385 -3.1357
H -4.1390 3.2887 -1.4972
H -2.2417 1.8171 -1.4531
H -1.6598 2.8562 -4.2477
H -2.3332 1.2604 -3.9035
H 0.1354 1.2799 -4.2203
H 0.5104 -0.2105 -2.5651
H -1.1068 -0.2424 -2.5801
H 0.7210 3.4320 -3.3739
H 1.5594 2.2600 -2.3803
H 0.5245 4.1496 -1.1109
H -0.4156 2.7550 0.5739
H 0.9444 2.1598 -0.0564
H -1.4339 4.5845 -2.4061
H -1.9366 4.1789 -0.7593
S -3.8294 -3.4309 -0.6088
P -4.2499 -1.5510 -0.4588
S -2.6557 -0.1976 -0.6273
C -5.2632 -0.9128 -1.8450
C -6.6517 -0.9427 -1.7198
C -7.4602 -0.5209 -2.7678
C -6.8957 -0.0687 -3.9521
C -5.5135 -0.0647 -4.0983
C -4.7041 -0.4902 -3.0516
C -5.2159 -1.0932 0.9968
C -5.5877 0.2336 1.2148
C -6.4006 0.5617 2.2841
C -6.8392 -0.4363 3.1515
C -6.4669 -1.7542 2.9420
C -5.6593 -2.0877 1.8595
H -7.1089 -1.2900 -0.8020
H -8.5368 -0.5492 -2.6579
H -7.5302 0.2550 -4.7671
H -5.0694 0.2364 -5.0406
H -3.6293 -0.5451 -3.1838
H -5.2320 1.0088 0.5443
H -6.6954 1.5904 2.4508
H -7.4757 -0.1806 3.9895
H -6.8115 -2.5294 3.6144
H -5.3707 -3.1161 1.6801
C -0.1951 -3.1998 -2.7131
C -0.1794 -3.0512 -1.2229
C -0.2580 -4.2934 -0.4152
O -0.0882 -1.9373 -0.7067
H -0.7146 -4.1078 -3.0128
H 0.8432 -3.2944 -3.0498
H -0.6450 -2.3366 -3.1994
H 0.2926 -5.0998 -0.9018
H -1.3154 -4.5847 -0.3944
H 0.0844 -4.1381 0.6015
```

Computed properties:
Multiplicity = 1
E_LUMO = -4.76 eV
Energy relative to the best compared isomer or geometry (same formula, charge and spin) = 15.70 kcal per mole
E = -5594.69005 a.u.
Net charge = +2

# 2
ORCA calculation (ωB97M-V/def2-TZVPD) on a gas-phase ion, C3H10NS2 (charge +1) in a non-equilibrium geometry.

Structure (XYZ):
```
16
Properties=species:S:1:pos:R:3
N -0.2647 1.0513 -0.7501
C 0.1534 -0.4175 -0.6759
C 1.5901 -0.5289 -1.0914
C -0.1776 -0.9422 0.7586
S -1.8893 -0.8207 1.3971
S -2.1608 1.2016 1.8815
H -0.1183 1.3489 -1.7569
H 0.4129 1.4685 -0.0795
H -1.2834 1.2402 -0.4557
H -0.5846 -0.7915 -1.3814
H 1.8044 -0.3283 -2.1894
H 2.0702 -1.3753 -0.7258
H 2.2198 0.2625 -0.4294
H 0.4661 -0.4130 1.5407
H 0.0832 -2.0201 0.7519
H -2.3213 1.0647 3.2056
```

Computed properties:
Multiplicity = 1
E_LUMO = -3.49 eV
Energy relative to the best compared isomer or geometry (same formula, charge and spin) = 20.27 kcal per mole
E = -971.16224 a.u.
Net charge = +1

# 3
ORCA calculation (ωB97M-V/def2-TZVPD) on a molecular structure, C25H26N7PdS in a non-equilibrium geometry.

Structure (XYZ):
```
60
Properties=species:S:1:pos:R:3
Pd -0.4318 -1.3394 -1.1320
C -3.2902 -1.4657 6.0145
C -2.7724 -2.8804 5.7810
C -1.7187 -2.8851 4.7947
N -0.9165 -3.1768 3.9959
H -2.7891 -0.6986 5.3730
H -3.2483 -1.0839 7.0487
H -4.3257 -1.4140 5.6560
H -3.5165 -3.6412 5.4786
H -2.4161 -3.1734 6.7539
C 1.6384 -3.2707 1.8841
C 0.5282 -2.7662 1.2220
N 0.5680 -1.5315 0.6568
C 1.6718 -0.7740 0.9027
C 2.6759 -1.1235 1.8062
C 2.7070 -2.4599 2.1946
C 3.9075 -0.3055 1.9950
C 4.1315 1.0262 1.8855
C 3.1791 1.9612 1.2533
C 2.4664 3.0257 1.9643
C 1.4464 3.7297 1.2839
N 1.3608 3.6455 -0.0474
C 2.1252 2.7374 -0.6243
N 3.0649 1.9505 -0.0328
H 1.4892 -4.2281 2.3555
H -0.3425 -3.4035 1.0260
H 1.6155 0.2177 0.5659
H 3.6796 -2.8959 2.6130
H 4.7865 -0.9516 2.1341
H 5.0274 1.5610 2.2784
H 2.5902 3.1636 3.0695
H 0.5795 4.1845 1.8066
H 2.1591 2.6996 -1.6993
C -2.2966 -0.6887 -0.4640
C -2.9840 0.3832 -1.2641
C -2.3606 1.6883 -1.2545
C -2.8093 2.6661 -2.0865
C -3.9192 2.4529 -2.9403
C -4.4600 1.1821 -3.0123
C -4.0670 0.1931 -2.1080
C -4.2476 3.4445 -3.9205
N -4.7083 4.1515 -4.7421
H -2.7886 -1.6064 -0.5451
H -2.0797 -0.3700 0.5729
H -1.5595 2.0546 -0.5715
H -2.2642 3.6419 -2.3024
H -5.1837 0.9814 -3.8476
H -4.6950 -0.6550 -2.0345
S -0.9190 -0.7924 -3.1962
C 0.7143 -0.6840 -3.7800
N 1.0338 -0.3272 -4.9922
C 2.4166 0.1442 -5.1254
C 3.0157 -0.3724 -3.7979
N 1.7932 -0.6344 -2.9784
H 0.2383 -0.2276 -5.6122
H 2.5413 1.1756 -5.1384
H 2.9272 -0.4232 -5.9534
H 3.6428 0.3117 -3.3045
H 3.6442 -1.2921 -3.8504
H 1.7449 -0.8314 -2.0084
```

Computed properties:
Multiplicity = 3
E_LUMO (spin up / spin down) = -2.87 / -5.25 eV
Energy relative to the best compared isomer or geometry (same formula, charge and spin) = 67.22 kcal per mole
E = -1877.21148 a.u.
Net charge = +1

# 4
ORCA calculation (ωB97M-V/def2-TZVPD) on 2 unconnected molecules or ions with the total composition C7H16BrO4S in a non-equilibrium geometry.

Structure (XYZ):
```
29
Properties=species:S:1:pos:R:3
C 5.3447 -0.1138 0.2022
O 4.4594 0.0987 -0.8987
S 3.8558 1.6222 -0.9585
O 4.2477 2.1384 -2.2419
O 2.3197 1.2114 -1.1303
C 1.6040 1.1197 0.1292
C 0.3734 0.2675 -0.0807
C 0.7543 -1.1459 -0.5380
Br -0.1971 -2.4822 0.4669
H 5.5959 -1.1677 0.2013
H 4.8557 0.1125 1.1494
H 6.2449 0.4917 0.1181
H 1.2963 2.1198 0.4348
H 2.2443 0.7101 0.9136
H -0.2501 0.2565 0.8050
H -0.1938 0.7278 -0.8846
H 0.5226 -1.2671 -1.5886
H 1.8178 -1.3403 -0.4279
C -3.7617 -1.0352 1.3849
C -3.5884 0.1454 0.3999
C -4.7767 0.1040 -0.5897
O -2.4067 0.0725 -0.2503
H -3.7147 -1.9833 0.8424
H -2.9614 -1.0228 2.1290
H -4.7231 -0.9947 1.9231
H -3.7498 1.0733 1.0174
H -4.7470 -0.8238 -1.1672
H -4.7143 0.9460 -1.2829
H -5.7520 0.1594 -0.0779
```

Computed properties:
Multiplicity = 1
E_LUMO = 2.47 eV
Energy relative to the best compared isomer or geometry (same formula, charge and spin) = 0.00 kcal per mole
E = -3549.43480 a.u.
Net charge = -1

# 5
ORCA calculation (ωB97M-V/def2-TZVPD) on a molecular structure, C26H43CoN3S2 in a non-equilibrium geometry.

Structure (XYZ):
```
75
Properties=species:S:1:pos:R:3
Co -1.5909 -0.3270 -1.4823
S -1.7273 -3.0322 -1.9603
S -1.7784 2.3751 -1.9604
C -0.1160 -3.8790 -1.9067
C -1.9173 -2.7900 -3.7632
C -1.2341 -1.5516 -4.2993
N -1.8013 -0.3291 -3.7025
C -1.2573 0.9040 -4.2993
C -1.9637 2.1293 -3.7634
H -2.9899 -2.7480 -3.9487
H -1.5480 -3.6772 -4.2712
H -1.3373 -1.5340 -5.3894
H -0.1684 -1.5678 -4.0777
H -1.3602 0.8845 -5.3894
H -0.1921 0.9403 -4.0777
H -3.0354 2.0671 -3.9488
H -1.6113 3.0233 -4.2713
C -0.1833 3.2522 -1.9068
H -2.7998 -0.3385 -3.8955
H 0.5185 2.8584 -2.6356
H 0.2253 3.1103 -0.9112
H -0.3345 4.3134 -2.0764
H 0.2968 -3.7167 -0.9159
H 0.5734 -3.4818 -2.6455
H -0.2487 -4.9450 -2.0615
C -3.9267 -0.3491 -0.9133
C -3.2229 -0.3424 0.2409
H -4.2853 -1.2742 -1.3452
H -4.3026 0.5691 -1.3453
H -2.9908 -1.2606 0.7634
H -3.0082 0.5801 0.7634
C -0.5291 1.1054 5.3745
C -1.2450 1.6293 4.1197
C -2.7769 1.4108 4.2784
C -1.0257 3.1539 4.0044
C -0.8064 0.8757 2.8490
C -1.0321 -0.5175 2.7455
C -0.9537 -1.1479 1.4977
N -0.8290 -0.3407 0.3857
C -0.2247 0.8091 0.5150
C -0.1885 1.4950 1.7401
C 0.7840 0.6908 -0.4715
C 2.0663 0.6969 0.0904
C 2.9758 -0.2656 -0.3264
C 2.7069 -0.9541 -1.5214
C 1.4386 -0.8473 -2.1222
N 0.4354 -0.1276 -1.5297
C 4.0561 -0.7272 0.6921
C 4.8598 -1.9547 0.2065
C 5.0242 0.3990 1.0754
C 3.3037 -1.2044 1.9798
H -0.9016 1.6414 6.2758
H 0.5647 1.2688 5.2889
H -0.7230 0.0233 5.5254
H -3.1780 1.9549 5.1607
H -3.3200 1.7748 3.3770
H -3.0337 0.3383 4.4102
H 0.0514 3.4002 3.9152
H -1.5655 3.5574 3.1175
H -1.4275 3.6772 4.9002
H -1.3976 -1.0976 3.5839
H -1.2994 -2.1750 1.4334
H 0.2642 2.4769 1.7864
H 2.2309 1.1770 1.0445
H 3.3788 -1.7043 -1.9082
H 1.3213 -1.5514 -2.8900
H 5.4455 -1.7171 -0.7023
H 5.5618 -2.2986 0.9985
H 4.1782 -2.8105 -0.0062
H 4.4817 1.2656 1.5069
H 5.7349 0.0367 1.8514
H 5.6001 0.7322 0.1887
H 2.7287 -0.3959 2.4778
H 2.5779 -2.0140 1.7356
H 4.0051 -1.6017 2.7451
```

Computed properties:
Multiplicity = 4
E_LUMO (spin up / spin down) = -6.20 / -6.64 eV
E = -3359.33937 a.u.
Net charge = +2

# 6
ORCA calculation (ωB97M-V/def2-TZVPD) on a single C5H7FS molecule in a non-equilibrium geometry.

Structure (XYZ):
```
14
Properties=species:S:1:pos:R:3
C 0.4847 -1.1271 0.3927
C 1.1011 0.2939 0.0965
C -0.0850 1.2720 -0.3585
C -1.1034 0.1779 -0.6530
C -0.9535 -0.6608 0.5657
H 0.9441 -1.6072 1.2553
H 1.6563 0.7197 0.9759
H 1.8680 0.1844 -0.6802
H -0.4003 1.9083 0.4813
H 0.1891 1.8668 -1.2393
H -0.7793 -0.3668 -1.5170
H -0.9756 -0.0553 1.4773
F 0.6744 -1.9739 -0.6922
S -2.6204 -0.6321 -0.1046
```

Computed properties:
Multiplicity = 1
E_LUMO = 0.90 eV
Energy relative to the best compared isomer or geometry (same formula, charge and spin) = 48.65 kcal per mole
E = -692.67070 a.u.
Net charge = 0